This record from OMol25 describes C35H63BrIrNOPS3Si2 as an isolated structure in a non-equilibrium geometry. The level of theory is ωB97M-V with the def2-TZVPD basis set.

```
108
Properties=species:S:1:pos:R:3:forces:R:3
Ir 0.218 0.649 1.336 0.78 1.38 2.51
S 2.985 2.162 4.869 -0.10 -0.40 -0.31
C 2.090 1.390 3.706 0.65 0.79 1.01
S 0.515 0.834 4.025 -0.71 -0.30 -2.33
S 2.649 1.159 2.120 -2.14 -0.53 -1.16
Br -0.139 7.424 0.752 -0.01 -0.19 0.04
C -0.158 5.538 1.048 -0.01 0.31 -0.02
C 0.227 5.032 2.275 -0.16 -0.03 -0.11
C 0.225 3.656 2.470 0.05 -0.12 0.22
C -0.118 2.779 1.448 0.52 -1.20 -0.51
C -0.547 3.329 0.241 -0.19 -0.04 0.06
C -0.574 4.700 0.030 -0.03 0.00 0.00
H 0.524 5.690 3.079 0.01 0.03 -0.01
H 0.501 3.298 3.452 0.12 0.00 -0.08
H -0.886 2.676 -0.551 0.05 0.04 0.08
H -0.913 5.110 -0.912 0.02 -0.01 -0.03
C -1.706 1.580 -5.202 -0.10 0.05 0.08
C -2.580 0.857 -4.182 0.12 -0.04 -0.12
C -1.701 0.079 -3.187 -0.05 0.05 -0.09
C -0.359 0.792 -2.925 -0.38 0.17 0.63
C -0.605 2.300 -3.033 0.16 0.07 -0.20
C -0.861 2.660 -4.504 -0.07 -0.12 0.01
P 0.449 0.233 -1.324 1.16 -0.08 0.36
C 0.588 -1.624 -1.521 -0.29 0.28 0.22
C -0.741 -2.338 -1.230 0.00 -0.07 0.14
C -0.474 -3.794 -0.825 0.06 0.03 -0.08
C 0.731 -4.365 -1.592 -0.10 0.00 -0.10
C 0.846 -3.694 -2.961 0.05 -0.03 0.16
C 1.192 -2.200 -2.811 -0.02 -0.08 -0.06
C 2.224 0.793 -1.530 -0.25 0.12 0.09
C 2.407 2.242 -1.051 0.17 -0.03 0.15
C 3.874 2.637 -1.185 -0.11 0.03 -0.11
C 4.291 2.690 -2.669 -0.08 0.00 0.00
C 3.318 1.906 -3.556 0.16 -0.07 0.09
C 2.920 0.586 -2.897 -0.09 0.11 -0.16
H -2.320 2.029 -5.984 0.04 -0.04 -0.05
H -1.056 0.846 -5.686 0.00 0.01 -0.05
H -3.253 0.162 -4.687 -0.06 0.02 0.06
H -3.205 1.587 -3.661 -0.02 -0.01 0.02
H -1.507 -0.910 -3.603 -0.02 -0.04 0.08
H -2.240 -0.045 -2.243 -0.01 -0.10 -0.01
H 0.352 0.525 -3.711 0.07 -0.08 0.12
H 0.234 2.884 -2.663 -0.08 0.03 0.06
H -1.479 2.561 -2.434 0.04 0.02 0.01
H 0.092 2.773 -5.027 0.01 0.06 0.03
H -1.373 3.624 -4.548 0.03 0.02 -0.02
H 1.271 -1.868 -0.698 -0.03 0.04 -0.01
H -1.361 -2.332 -2.125 -0.02 0.07 -0.01
H -1.307 -1.821 -0.452 -0.06 -0.03 -0.09
H -1.361 -4.394 -1.039 -0.02 0.01 0.06
H -0.290 -3.852 0.250 -0.08 -0.02 -0.01
H 0.618 -5.443 -1.710 0.08 -0.01 0.06
H 1.655 -4.195 -1.032 0.02 -0.05 0.02
H -0.105 -3.813 -3.488 0.01 0.01 -0.05
H 1.608 -4.187 -3.566 -0.03 0.02 -0.04
H 0.825 -1.671 -3.694 0.06 0.08 0.00
H 2.277 -2.089 -2.784 0.00 0.06 -0.04
H 2.735 0.165 -0.789 -0.06 0.00 0.02
H 2.092 2.326 -0.013 -0.03 0.10 -0.11
H 1.797 2.944 -1.620 -0.02 0.00 0.01
H 4.477 1.904 -0.643 0.04 0.02 0.03
H 4.038 3.603 -0.706 0.05 -0.03 0.04
H 5.296 2.276 -2.779 0.02 0.04 -0.06
H 4.329 3.725 -3.014 0.07 0.00 0.01
H 3.785 1.700 -4.522 -0.07 0.03 -0.02
H 2.424 2.503 -3.756 -0.02 0.00 -0.03
H 3.830 0.000 -2.743 -0.05 -0.10 -0.03
H 2.293 0.028 -3.591 0.09 -0.11 0.02
C -2.854 -2.076 1.767 0.31 0.10 0.09
Si -1.366 -2.163 2.955 -0.64 -0.32 0.05
C -1.807 -1.243 4.554 0.22 0.02 -0.32
C -1.344 -3.989 3.481 0.24 0.28 -0.10
C 0.205 -1.621 2.065 0.00 0.35 -0.15
Si 1.875 -2.412 2.482 0.61 -0.22 0.03
C 2.471 -2.106 4.247 -0.18 0.07 -0.32
C 3.267 -2.039 1.235 -0.35 0.09 0.04
C 1.759 -4.310 2.313 -0.28 0.29 0.12
H -3.790 -2.006 2.327 -0.02 -0.06 0.08
H -2.902 -2.978 1.155 0.02 -0.07 0.01
H -2.805 -1.219 1.098 -0.03 -0.03 -0.02
H -2.755 -1.604 4.957 -0.05 -0.12 -0.10
H -1.885 -0.165 4.414 -0.06 0.01 0.05
H -1.039 -1.411 5.310 0.02 0.03 0.03
H -2.349 -4.282 3.788 -0.07 0.08 0.03
H -0.675 -4.163 4.325 0.03 -0.03 0.03
H -1.040 -4.651 2.670 0.00 -0.02 -0.04
H 0.030 -1.708 0.982 -0.04 -0.12 0.08
H 2.751 -1.070 4.419 0.00 0.07 0.04
H 3.345 -2.723 4.465 0.01 -0.10 -0.09
H 1.693 -2.368 4.968 -0.04 0.02 0.03
H 3.401 -0.982 1.037 0.04 0.03 -0.02
H 3.093 -2.542 0.280 -0.02 -0.12 0.01
H 4.212 -2.413 1.631 -0.01 -0.09 0.07
H 1.246 -4.758 3.163 0.01 -0.06 0.00
H 2.770 -4.719 2.280 0.10 0.06 0.01
H 1.245 -4.630 1.406 0.02 -0.02 -0.02
C -5.075 0.798 1.197 0.05 -0.08 -0.09
N -4.204 1.230 2.274 -0.09 -0.05 -0.22
C -4.797 1.493 3.578 0.17 0.05 0.22
C -2.882 1.250 2.123 0.04 0.23 0.43
O -2.285 0.920 1.097 0.86 -0.41 -0.27
H -5.882 1.517 1.054 0.03 0.01 0.03
H -5.504 -0.182 1.421 0.00 0.02 -0.03
H -4.486 0.731 0.286 -0.05 -0.04 0.00
H -5.880 1.459 3.491 0.01 0.02 -0.06
H -4.512 2.477 3.949 0.00 -0.01 -0.02
H -4.486 0.739 4.304 -0.05 0.01 0.01
H -2.342 1.605 3.012 0.05 -0.03 -0.04
```
Forces are in eV/Å.

The spin multiplicity is 2. The calculation puts the strongest force on any atom at 2.97 eV Å⁻¹. The energy above the lowest of the compared OMol25 structures with the same formula, charge and spin comes out at 52.4 kcal per mole.